Below is a molecular structure, C18H13B3ClFO16, with properties calculated with ωB97M-V/def2-TZVPD.

Each line ends with the Löwdin charge.
Element x y z (Å)
O -3.66315 3.33343 2.29513  0.2180
B -4.89333 2.77933 2.11378  -0.6698
O -5.01361 1.40812 1.84346  0.3396
B -6.31562 1.04366 1.54230  -0.7218
F -6.80750 -0.13575 1.84185  0.3078
O -7.09237 2.02065 0.92110  0.2721
B -7.18024 3.02821 1.89586  -0.9630
Cl -8.74939 3.40876 2.63276  0.7703
O -6.00067 3.63809 2.25730  0.2859
H -3.08650 3.16127 1.52828  0.0738
C -1.12513 2.81416 -1.89456  0.0807
C -1.06406 2.34703 -3.14825  -0.2311
C -1.71603 1.05464 -3.53753  -0.3127
O -1.64481 0.68590 -4.69381  0.1191
C -2.40422 0.29427 -2.50072  0.0809
C -2.46311 0.75944 -1.24729  -0.2311
C -1.83239 2.06557 -0.86828  -0.2895
O -1.92693 2.45502 0.28574  0.0945
O -3.08586 0.07908 -0.27956  0.1234
O -0.42367 3.00262 -4.11493  0.1226
H -0.66020 3.74524 -1.60158  0.1429
H -2.85467 -0.64517 -2.78880  0.1400
H -2.99785 0.61382 0.53339  0.1130
H -0.52976 2.45797 -4.91980  0.1247
C 3.56692 0.65513 -2.51433  0.0812
C 3.71844 -0.46042 -3.23768  -0.2342
C 2.82539 -1.64732 -3.04548  -0.3041
O 2.99217 -2.62951 -3.74091  0.1223
C 1.78843 -1.56859 -2.01791  0.0798
C 1.64258 -0.45529 -1.29488  -0.2351
C 2.51674 0.74070 -1.50524  -0.3119
O 2.32381 1.73433 -0.83063  0.1188
O 0.70294 -0.34217 -0.33816  0.0724
O 4.66924 -0.57684 -4.16848  0.1134
H 4.20300 1.51930 -2.64532  0.1382
H 1.16098 -2.43766 -1.87591  0.1404
H 0.81375 0.55887 0.02877  0.1213
H 4.56388 -1.47231 -4.54434  0.1218
C 3.52970 -1.58034 3.87559  0.0771
C 4.07779 -2.72467 4.29953  -0.2361
C 3.88278 -4.01122 3.55765  -0.3159
O 4.41974 -5.01911 3.97716  0.1111
C 3.04852 -3.99445 2.36135  0.0771
C 2.49621 -2.85126 1.93767  -0.2231
C 2.71458 -1.55816 2.66621  -0.3042
O 2.20720 -0.54110 2.23130  0.1139
O 1.72517 -2.80383 0.84652  0.1007
O 4.82793 -2.78401 5.40294  0.1117
H 3.66564 -0.64562 4.40137  0.1368
H 2.90121 -4.93244 1.84460  0.1364
H 1.44435 -1.86930 0.74687  0.0790
H 5.10203 -3.71811 5.48589  0.1208

=====

Below is a gas-phase ion, C6H13NO2P (charge +1), with properties calculated with ωB97M-V/def2-TZVPD.

Each line ends with the Löwdin charge.
Element x y z (Å)
C 1.78970 -1.50790 0.36728  -0.0290
C 1.91091 -0.00478 0.27647  -0.4764
N 2.40333 0.61135 1.24007  0.1711
C 1.49211 0.77850 -0.98525  -0.2610
P -0.31616 0.97863 -1.21146  1.1216
C -1.28457 -0.57312 -1.06559  -0.2726
C -1.81534 -0.86728 0.34864  -0.2308
O -2.74926 0.13564 0.76332  -0.0238
C -2.18837 1.04935 1.61472  -0.4017
O -2.53586 2.14234 1.58699  0.1546
H 0.75726 -1.86041 0.33384  0.0525
H 2.17060 -1.77236 1.35540  0.0940
H 2.42356 -2.01627 -0.36267  0.0967
H 2.46206 1.61429 1.06050  0.0717
H 1.90908 1.79070 -0.96408  0.0971
H 1.88812 0.33203 -1.90698  0.1072
H -0.79426 2.00526 -0.37460  0.0494
H -0.52001 1.43762 -2.53021  0.0514
H -2.14065 -0.53324 -1.74642  0.1096
H -0.67320 -1.40899 -1.42374  0.1039
H -1.03110 -1.00037 1.10128  0.1079
H -2.37050 -1.80820 0.32577  0.1426
H -1.39251 0.75274 2.32149  0.1638

Calculated values
- Total charge: +1

=====

Looking at E_tot for the records above, in order, we have -68915.95226 -21298.43292 eV.
Looking at LUMO level for the records above, in order, we have -2.065 -3.645 eV.
Looking at orbital gap for the records above, in order, we have 7.72 10.57 eV.